Entry 1:
Here is C24H42Cl3N4O3SSiSr as an isolated structure from OMol25. Energies are from the ωB97M-V functional and the def2-TZVPD basis.

Results
Total charge: -1
Energy above the lowest of the compared OMol25 structures with the same formula, charge and spin: 13.6 kcal per mole
Gap between HOMO and LUMO: 7.91 eV
LUMO energy: 2.60 eV

Last column: Mulliken charge in e.
Atoms and positions in Å:
C 5.4571 0.5645 -1.1036  -1.5055
C 4.1922 1.2852 -1.4652  0.4018
H 6.3172 1.0010 -1.6304  0.4184
H 5.4181 -0.5002 -1.3666  0.1771
H 5.6388 0.6415 -0.0171  0.3139
C 4.2205 2.2449 -2.4037  -0.0415
C 5.3258 2.3738 -3.4164  -1.7103
H 3.4919 3.0564 -2.4376  0.7148
H 5.6770 1.4029 -3.8318  0.3252
H 6.2384 2.8688 -3.0123  0.3538
H 4.9427 2.9975 -4.2399  0.3771
Sr -2.5579 -1.1981 0.3916  1.1395
Cl -1.3691 0.6928 2.2741  -0.7865
Cl -2.2265 -3.8049 1.2218  -0.8613
H -5.2475 -3.1737 4.0992  0.2897
H -2.3947 -2.5947 6.3153  0.2991
C -4.2646 -3.6550 4.0519  -0.9288
C -2.1950 -3.0181 5.3178  -0.9654
N -3.2315 -2.6767 4.3514  0.3148
H -4.1441 -4.0845 3.0515  0.2453
C -3.2005 -1.5237 3.6742  -0.0095
O -3.9900 -1.2586 2.7256  -0.8760
H -1.2218 -2.6153 5.0134  0.2930
H -2.4258 -0.7965 3.9515  0.3543
H -4.1990 -4.4267 4.8105  0.4256
H -2.1392 -4.1082 5.3894  0.3755
H 0.7802 -2.7108 -2.6696  0.1857
H 1.5031 -0.5581 -3.8906  0.1178
C -0.1770 -2.6729 -3.2194  -1.0408
C 0.5205 -0.5778 -4.3856  -0.7482
N -0.4933 -1.2777 -3.5934  0.2615
H -0.9607 -3.0969 -2.5955  0.3172
C -1.5974 -0.6378 -3.1230  0.2291
O -2.4115 -1.1023 -2.2943  -0.7600
H 0.1904 0.4541 -4.5923  0.2350
H -1.7336 0.4056 -3.5051  0.2608
H -0.0476 -3.2538 -4.1466  0.3466
H 0.6509 -1.0808 -5.3529  0.4039
O 2.6397 -0.4604 -0.6002  -0.1472
C 2.9391 0.9443 -0.6135  0.1288
C 1.3406 2.0565 -2.2987  0.3292
C 1.6746 1.6988 -0.9985  0.2318
H 2.0116 1.7791 -3.1197  1.0976
C 0.2038 2.8247 -2.5448  -1.5664
H 3.2427 1.3250 0.3885  0.4288
C 0.7417 1.9318 0.0084  -0.6831
H -0.0162 3.1299 -3.5583  0.3405
C -0.6641 3.1815 -1.5023  -0.4259
C -0.4189 2.6512 -0.2386  -0.0302
H 0.8876 1.4823 0.9896  0.0064
H -1.5230 3.8415 -1.6705  -0.0003
H -1.1340 2.7422 0.5844  0.2896
Si 2.5054 -1.6972 0.4847  0.6902
Cl -0.1841 -1.2688 -0.5116  0.0067
C 1.8553 -3.5228 0.1782  -1.2243
C 1.7565 -1.4672 2.2005  -0.9692
C 4.3267 -2.1162 0.4530  -1.0105
H 0.8160 -3.7312 0.4682  0.2128
H 2.4938 -4.1486 0.8361  0.3835
H 1.9739 -3.8484 -0.8677  0.2683
H 4.6204 -2.1135 -0.6088  0.0483
H 4.5521 -3.0792 0.9318  0.4365
H 4.7870 -1.2804 1.0148  0.2081
H 1.4803 -0.4366 2.4384  0.2831
H 2.5223 -1.7911 2.9174  0.3799
H 0.8611 -2.0816 2.3739  0.0587
C -4.1024 4.2531 -0.2793  -0.9276
N -4.3088 3.3682 0.8339  0.1347
C -4.1918 3.7468 2.1572  -0.4410
C -4.2462 2.5960 2.8928  -0.4785
N -4.4217 1.5559 1.9891  0.3751
C -4.3871 2.0057 0.7116  0.0964
S -4.3094 1.1132 -0.6950  -0.4907
H -3.0496 4.5608 -0.3477  0.3120
H -4.3857 3.7075 -1.1843  0.2794
H -4.6862 5.1702 -0.1551  0.3773
H -4.0573 4.7697 2.4329  0.4371
H -4.1119 2.4670 3.9419  0.4168
H -4.3705 0.5552 2.2211  0.1943


Entry 2:
Here is C12H28CaFN4O4 as an isolated structure from OMol25. Energies are from the ωB97M-V functional and the def2-TZVPD basis.

Results
Total charge: 0
Gap between HOMO and LUMO (spin up / spin down): 4.54 / 9.26 eV
LUMO energy (spin up / spin down): 0.39 / 0.18 eV
Multiplicity: 2

Last column: Mulliken charge in e.
Atoms and positions in Å:
Ca -17.5790 -21.6881 -28.2154  0.3607
F -17.4908 -19.9208 -29.7616  -0.7686
C -14.2078 -18.6334 -30.6503  -0.6556
C -14.8828 -17.2601 -30.5573  0.8009
O -14.2407 -16.2276 -30.7231  -0.7100
N -16.1446 -17.2448 -30.1831  0.1286
C -17.0844 -16.0985 -30.1919  -0.8433
H -14.7959 -19.3983 -31.1574  -0.0380
H -14.1852 -18.9957 -29.6225  0.2263
H -13.1992 -18.6040 -31.0624  0.3453
H -16.6665 -18.0995 -30.0520  -0.1075
H -17.5111 -15.8671 -31.1678  0.3322
H -16.6550 -15.1295 -29.9374  0.3314
H -17.8780 -16.3263 -29.4803  0.1525
C -20.8655 -18.5870 -29.9341  -0.6172
C -20.3528 -18.2044 -31.2955  0.8075
O -20.9091 -17.3159 -31.9438  -0.7086
N -19.2019 -18.7617 -31.6926  -0.0016
C -18.4458 -18.4566 -32.8905  -0.9621
H -20.0434 -19.1261 -29.4632  -0.0514
H -21.7031 -19.2745 -30.0524  0.3110
H -21.0901 -17.6724 -29.3854  0.2392
H -18.7766 -19.4358 -31.0723  0.0052
H -19.0493 -17.8450 -33.5612  0.3492
H -18.2873 -19.3689 -33.4655  0.2914
H -17.4953 -17.9859 -32.6395  0.2458
C -15.9641 -19.5436 -24.5468  -1.0951
C -16.7752 -19.2293 -25.7738  0.5482
O -16.7678 -20.0425 -26.7059  -0.2628
N -17.5726 -18.1385 -25.7592  -0.1356
C -18.3139 -17.6520 -26.9232  -0.6433
H -16.1540 -20.5644 -24.2149  0.2648
H -16.2842 -18.7749 -23.8435  0.3261
H -14.8804 -19.4557 -24.6240  0.2802
H -17.5764 -17.4867 -24.9876  0.2340
H -19.3848 -17.7045 -26.7270  0.3304
H -18.1815 -18.3159 -27.7775  -0.0607
H -18.0389 -16.6373 -27.2110  0.3730
C -15.6837 -24.2857 -31.6048  -1.3717
C -16.1746 -23.0040 -30.9908  0.9058
O -16.7273 -23.0204 -29.9114  -0.3894
N -16.2772 -21.8821 -31.6496  0.1705
C -15.8773 -21.6340 -33.0273  -0.8934
H -15.6039 -25.0561 -30.8378  0.3591
H -14.6731 -24.2041 -32.0048  0.4041
H -16.3279 -24.6719 -32.3947  0.3184
H -16.7430 -21.0728 -31.2646  -0.0105
H -15.8474 -22.4740 -33.7213  0.3902
H -14.9180 -21.1170 -33.0071  0.3514
H -16.5956 -20.9976 -33.5441  0.1431


Entry 3:
Here is C32H30CaCl4N10O2S4 as an isolated structure from OMol25. Energies are from the ωB97M-V functional and the def2-TZVPD basis.

Results
Total charge: 0
Energy above the lowest of the compared OMol25 structures with the same formula, charge and spin: 7.5 kcal per mole
Gap between HOMO and LUMO: 6.59 eV
LUMO energy: -0.37 eV

Last column: Mulliken charge in e.
Atoms and positions in Å:
Ca 0.0380 0.9196 -0.8918  1.3241
N 0.8583 -2.4622 2.4970  0.4324
C 1.0775 -2.0132 1.2502  -0.0747
N 1.4765 -0.8262 0.9492  -0.0486
C 1.7267 0.0810 1.9702  -0.1388
N 2.1402 1.2739 1.7106  -1.3997
N 2.1235 1.5506 0.3569  1.1321
C 3.0760 2.2287 -0.1267  -1.2203
C 3.0751 2.5355 -1.5700  1.0807
C 4.0121 3.4185 -2.0812  -1.0403
C 3.9938 3.7052 -3.4371  -0.4187
C 3.0403 3.0940 -4.2267  -1.0473
C 2.1400 2.2213 -3.6269  -0.1760
N 2.1506 1.9308 -2.3326  0.5560
C 1.4931 -0.3300 3.3596  0.9779
C 1.6593 0.5368 4.4398  -0.3494
C 1.3842 0.1115 5.7226  -0.8265
C 0.9338 -1.1919 5.9432  -0.4928
C 0.7589 -2.0616 4.8872  -0.8500
C 1.0367 -1.6249 3.5946  0.1345
H 0.5115 -3.4012 2.6185  0.0729
H 0.8785 -2.7212 0.4541  -0.2167
H 3.8995 2.5778 0.4952  0.3207
H 4.7331 3.8794 -1.4191  0.4471
H 4.7072 4.3980 -3.8631  0.4160
H 2.9738 3.2893 -5.2875  0.4319
H 1.3625 1.7571 -4.2198  0.3858
H 2.0013 1.5432 4.2393  0.4947
H 1.5134 0.7866 6.5572  0.4160
H 0.7159 -1.5248 6.9493  0.4185
H 0.4008 -3.0707 5.0512  0.4376
Cl -0.4790 3.2220 1.5786  -0.0170
C -0.9889 4.7377 0.8845  0.5009
C -1.3559 5.7339 1.7734  -0.8411
C -1.7639 6.9633 1.2886  -0.3559
C -1.7961 7.1704 -0.0815  -0.7826
C -1.4248 6.1567 -0.9460  0.3061
Cl -1.4999 6.5046 -2.6467  -0.2224
C -1.0014 4.8863 -0.5090  -0.2437
S -0.5292 3.6478 -1.6441  -0.0384
H -1.3167 5.5368 2.8358  0.4092
H -2.0530 7.7520 1.9695  0.3525
H -2.1098 8.1198 -0.4927  0.4081
Cl 2.0005 -1.4335 -1.9574  -0.0171
C 1.5405 -1.6720 -3.6558  0.2105
Cl 2.4604 -2.9956 -4.3988  -0.2045
H 1.7652 -0.7597 -4.1944  0.2403
H 0.4825 -1.9089 -3.6842  -0.1005
N 1.8506 -6.8141 1.2187  -0.6004
C 1.0089 -5.8876 0.6262  1.1961
C -0.2216 -5.5666 1.2124  -1.1362
C -1.0898 -4.6847 0.5914  -0.2231
C -0.7347 -4.0940 -0.6191  -1.0653
C 0.4677 -4.4358 -1.2244  -0.4421
C 1.3346 -5.3177 -0.6064  -0.7827
S -1.7750 -2.8697 -1.3545  1.2107
O -3.1328 -3.2260 -1.0047  -0.7157
O -1.4180 -2.8226 -2.7525  -0.9023
N -1.3552 -1.4692 -0.7079  0.6088
C -1.8411 -1.0808 0.4912  0.0626
S -3.0092 -1.8821 1.5232  -0.0969
C -2.7760 -0.6521 2.7173  -0.6964
C -1.9092 0.2732 2.2644  -0.8890
N -1.3891 0.0488 1.0107  0.1732
H 1.7400 -6.9518 2.2093  0.2121
H 2.8134 -6.7885 0.9263  0.2159
H -0.5153 -6.0524 2.1368  0.4330
H -2.0461 -4.4656 1.0457  0.5244
H 0.7252 -4.0055 -2.1821  0.6561
H 2.2700 -5.5741 -1.0890  0.3518
H -3.3127 -0.6656 3.6505  0.5306
H -1.6205 1.1627 2.8033  0.3146
C -4.5139 -0.7730 -2.5247  -1.1193
N -3.2502 -0.5128 -3.1876  -0.1326
C -2.5177 0.5776 -2.9665  0.3927
N -3.0195 1.5497 -2.2041  -0.0425
S -0.9459 0.7130 -3.6299  -0.3782
H -4.8761 -1.7442 -2.8472  0.3334
H -5.2539 -0.0178 -2.7981  0.3924
H -4.4003 -0.8077 -1.4371  0.3540
H -2.7227 -1.3015 -3.5363  0.3034
H -3.9208 1.4642 -1.7661  0.2122
H -2.4659 2.4021 -2.0728  -0.0393


The records above yield E_tot values of -94797.4865 -48207.7182 -164542.5588 eV, respectively.